ORCA calculation (ωB97M-V with the def2-TZVPD basis set) on a 3-piece molecular cluster, C17H26O5 overall in a non-equilibrium geometry.

XYZ file:
```
48
C17H26O5 | the Open Molecules 2025 dataset | ωB97M-V with the def2-TZVPD basis set
C 0.9627 -0.0719 -0.2664
O 0.3849 -0.7437 0.8571
C 1.2220 -1.6599 1.4322
O 1.0272 -2.8501 1.3670
C 2.4105 -1.1004 2.2353
O 2.0131 -0.8763 3.6040
C 2.2166 0.4660 3.9240
C 3.4816 0.9674 4.1075
C 3.6436 2.3058 4.3887
C 2.5244 3.0930 4.4891
C 1.2604 2.5893 4.3441
C 1.0997 1.2485 4.0500
H 1.0831 -0.7498 -1.1305
H 0.2853 0.7463 -0.5151
H 1.9399 0.3880 -0.0654
H 3.2695 -1.7736 2.2290
H 2.7049 -0.1584 1.7648
H 4.2937 0.2540 3.9999
H 4.6492 2.6925 4.5025
H 2.6509 4.1471 4.7210
H 0.3737 3.2059 4.4380
H 0.1316 0.7774 3.9223
C -4.4793 -1.7964 0.2389
C -3.2150 -1.1953 0.8390
C -2.8666 -0.1249 -0.1820
O -4.1044 0.3228 -0.7473
C -5.1526 -0.5709 -0.3608
H -5.1074 -2.3138 0.9631
H -4.2156 -2.5039 -0.5513
H -3.4440 -0.7339 1.8032
H -2.4119 -1.9148 0.9891
H -2.2509 -0.5343 -0.9910
H -2.3401 0.7223 0.2603
H -5.7794 -0.0608 0.3791
H -5.7672 -0.8086 -1.2303
C -0.1366 -0.1899 -5.3926
C 1.0768 0.6852 -5.1174
C 1.2547 0.5078 -3.6184
O 0.7887 -0.8105 -3.2979
C 0.0881 -1.3451 -4.4304
H -0.2207 -0.5122 -6.4294
H -1.0504 0.3470 -5.1268
H 1.9474 0.2911 -5.6472
H 0.9443 1.7262 -5.4085
H 0.6477 1.2278 -3.0582
H 2.2947 0.6112 -3.3042
H 0.7154 -2.1211 -4.8809
H -0.8440 -1.8022 -4.0972
```

Calculated values
DFT total energy	-1039.49352	Ha
frontier orbital gap	9.95	eV
energy above the lowest of the compared OMol25 structures with the same formula, charge and spin	2.3714	eV
lowest unoccupied orbital energy	0.02531	Ha
net charge	0
largest force on an atom	1.8	eV/A

ORCA calculation (ωB97M-V with the def2-TZVPD basis set) on one molecule with the formula C8H14N4O2 in a non-equilibrium geometry.

XYZ file:
```
28
C8H14N4O2 | the Open Molecules 2025 dataset | ωB97M-V with the def2-TZVPD basis set
C -2.0608 -0.1746 -0.0894
C 0.2083 0.1671 -0.2925
C -2.2011 1.2472 0.0189
C 0.8725 -2.1491 -1.1102
C 1.2206 -1.3057 1.2318
C 2.6365 -0.2340 -0.5463
C 1.1074 2.3565 0.5121
C 1.2412 -0.8852 -0.2466
N -1.1162 2.0434 0.0847
N 0.1061 1.4292 0.0019
N -3.4086 1.8058 -0.0717
N -2.8025 -1.3028 -0.1188
O -4.0558 -0.9505 -0.1391
O -2.4078 -2.4725 -0.0784
H 1.0239 -1.9987 -2.2530
H 1.5029 -2.9849 -0.6991
H -0.2545 -2.2649 -0.9198
H 0.1844 -1.1750 1.5724
H 1.5156 -2.3186 1.1884
H 2.0233 -0.6910 1.6759
H 3.3755 -1.0458 -0.3281
H 2.6956 0.4028 -1.3920
H 2.7146 0.4683 0.2810
H 0.4355 3.3088 0.5687
H 1.5522 2.2389 1.5896
H 1.7715 2.5613 -0.2821
H -4.1419 1.1344 -0.1822
H -3.7381 2.7897 0.0240
```

Calculated values
DFT total energy	-682.41338	Ha
frontier orbital gap	8.03	eV
energy above the lowest of the compared OMol25 structures with the same formula, charge and spin	7.5721	eV
lowest unoccupied orbital energy	-0.01316	Ha
net charge	0
largest force on an atom	5.2	eV/A

ORCA calculation (ωB97M-V with the def2-TZVPD basis set) on one molecule with the formula C3H3N3O in a non-equilibrium geometry.

XYZ file:
```
10
C3H3N3O | the Open Molecules 2025 dataset | ωB97M-V with the def2-TZVPD basis set
O 2.5558 0.5663 0.2083
C 1.7416 -0.3106 0.2953
N 0.3410 -0.1006 0.1755
C -0.2876 1.0461 -0.1991
N -1.5842 0.9112 -0.1811
C -1.7090 -0.4425 -0.0072
N -0.5883 -1.1101 0.1388
H 1.9724 -1.3710 0.4619
H 0.2356 1.7301 -0.8378
H -2.6772 -0.9189 -0.0545
```

Calculated values
DFT total energy	-355.59759	Ha
frontier orbital gap	10.43	eV
energy above the lowest of the compared OMol25 structures with the same formula, charge and spin	1.1510	eV
lowest unoccupied orbital energy	-0.00435	Ha
net charge	0
largest force on an atom	1.5	eV/A

ORCA calculation (ωB97M-V with the def2-TZVPD basis set) on a 2-piece molecular cluster, C4H8O2 overall in a non-equilibrium geometry.

XYZ file:
```
14
C4H8O2 | the Open Molecules 2025 dataset | ωB97M-V with the def2-TZVPD basis set
C 0.8207 3.7227 0.2279
C 0.3231 2.8672 1.3741
O -0.4693 1.9661 1.2480
H 1.0335 3.1963 -0.6943
H 1.6961 4.2830 0.5519
H -0.0563 4.3704 0.2211
H 0.6471 3.1065 2.4053
C -0.8046 -2.7691 -0.6430
C -0.1712 -4.1031 -0.8705
O -0.0419 -4.9146 0.0075
H -0.9442 -2.5770 0.4160
H -1.8014 -2.8277 -1.1033
H -0.3553 -1.9696 -1.2328
H 0.1238 -4.3511 -1.9078
```

Calculated values
DFT total energy	-307.64589	Ha
frontier orbital gap	10.73	eV
energy above the lowest of the compared OMol25 structures with the same formula, charge and spin	1.8108	eV
lowest unoccupied orbital energy	0.03397	Ha
net charge	0
largest force on an atom	1.5	eV/A